No. 1
Formula: C14H15AsF11NO5PdS2
Source: the Open Molecules 2025 dataset
Level of theory: ωB97M-V/def2-TZVPD

Geometry as XYZ:
```
50
Properties=species:S:1:pos:R:3:forces:R:3:lowdin_charge:R:1
Pd -0.076 -0.886 0.156 0.27 -0.43 0.29 0.80
F 0.164 -3.230 1.515 -0.02 0.07 0.00 0.11
C 1.374 -3.535 1.010 0.10 0.00 -0.07 -0.68
F 1.769 -4.699 1.480 -0.09 0.00 0.04 0.18
F 2.219 -2.580 1.402 0.10 -0.07 0.01 0.13
S 1.292 -3.553 -0.840 -0.12 -0.66 0.04 0.60
O 1.125 -2.132 -1.166 -0.28 0.97 -0.07 -0.41
O 2.507 -4.157 -1.256 0.09 0.09 -0.04 -0.22
N 0.047 -4.410 -1.184 0.08 -0.04 0.03 -0.28
S -1.399 -3.827 -1.479 0.07 -0.09 -0.02 0.61
O -2.301 -4.910 -1.657 -0.06 -0.01 0.01 -0.24
O -1.768 -2.726 -0.622 -0.04 0.03 0.02 -0.34
C -1.237 -3.052 -3.176 0.03 -0.03 0.00 -0.65
F -1.053 -1.725 -3.076 0.03 -0.02 0.00 0.09
F -0.208 -3.559 -3.845 -0.02 -0.02 -0.01 0.15
F -2.350 -3.259 -3.866 -0.03 0.01 0.01 0.15
F 1.671 2.885 5.622 0.00 0.01 0.00 0.12
C 1.083 2.186 4.650 -0.08 -0.02 -0.04 -0.15
C -0.295 2.005 4.649 0.09 -0.03 -0.06 -0.14
F -1.032 2.537 5.622 0.00 0.01 0.02 0.13
C -0.899 1.286 3.638 0.27 0.07 0.03 -0.16
F -2.225 1.144 3.651 -0.05 -0.02 -0.03 0.12
C -0.162 0.703 2.591 -0.25 0.00 -0.05 -0.29
O -0.853 0.023 1.687 -0.19 0.02 -0.20 -0.21
C 1.217 0.903 2.619 0.05 0.13 0.23 -0.16
F 2.009 0.393 1.657 -0.04 0.01 -0.02 0.05
C 1.828 1.637 3.627 -0.03 -0.05 -0.04 -0.15
F 3.152 1.803 3.599 0.02 0.02 0.03 0.13
C -1.282 3.106 0.537 -0.06 0.01 0.02 -0.13
C 0.013 2.741 -0.177 0.13 0.00 -0.18 -0.36
As -0.042 1.040 -1.109 0.02 -0.13 0.05 1.23
C 1.490 0.969 -2.287 -0.12 0.18 -0.13 -0.39
C 2.819 0.874 -1.555 0.04 -0.03 0.05 -0.15
C -1.606 1.141 -2.256 0.10 0.20 -0.02 -0.38
C -2.866 0.531 -1.659 -0.06 -0.05 0.04 -0.15
H -1.136 4.020 1.113 -0.01 0.00 0.01 0.08
H -1.619 2.325 1.214 0.02 -0.01 -0.01 0.05
H -2.084 3.296 -0.177 0.01 -0.01 -0.02 0.07
H 0.878 2.724 0.487 -0.07 -0.03 0.07 0.07
H 0.226 3.465 -0.970 0.07 -0.01 0.05 0.08
H 1.420 1.866 -2.910 0.07 -0.04 -0.01 0.08
H 1.323 0.105 -2.931 0.00 -0.02 0.04 0.07
H 3.008 1.749 -0.931 -0.02 0.00 -0.01 0.07
H 3.631 0.799 -2.279 0.02 0.01 0.01 0.08
H 2.853 -0.011 -0.920 0.00 0.01 -0.02 0.05
H -1.330 0.657 -3.192 0.02 -0.02 0.03 0.06
H -1.721 2.210 -2.460 -0.08 -0.05 -0.06 0.08
H -2.693 -0.493 -1.325 -0.01 0.04 -0.02 0.04
H -3.653 0.510 -2.413 -0.02 0.01 0.01 0.08
H -3.231 1.107 -0.808 0.04 -0.01 0.02 0.07
```
Forces are in eV/Å.

Spin multiplicity: 1
Lowest unoccupied orbital energy (eV): -1.801

=====

No. 2
Formula: C14H15Br2F9O5S
Source: the Open Molecules 2025 dataset
Level of theory: ωB97M-V/def2-TZVPD

Geometry as XYZ:
```
46
Properties=species:S:1:pos:R:3:forces:R:3:lowdin_charge:R:1
O -1.116 -0.703 2.889 0.19 -0.05 -0.36 0.12
C -0.855 0.466 2.939 -0.05 -0.14 0.32 -0.53
O 0.320 0.943 3.435 0.09 0.39 -0.67 0.09
C -1.816 1.557 2.541 -0.02 0.17 0.22 -0.10
C -2.676 1.186 1.319 -0.25 0.07 0.25 -0.15
C -3.094 2.405 0.474 -0.19 -0.08 -0.06 -0.10
C -2.610 2.496 -0.937 0.23 0.08 -0.12 -0.05
C -1.517 2.108 -1.606 -0.13 0.13 0.41 -0.06
C -0.251 1.431 -1.191 0.07 -0.20 -0.34 -0.08
C -0.235 -0.037 -1.670 -0.28 0.16 0.17 -0.06
C 0.982 -0.760 -1.139 0.16 0.10 -0.20 -0.46
F 2.096 -0.005 -1.395 -0.19 -0.08 0.10 0.08
F 0.922 -0.928 0.206 -0.02 0.05 -0.04 0.10
C 1.357 -2.129 -1.784 -0.15 0.06 0.11 -0.44
F 1.656 -1.902 -3.064 0.01 -0.04 -0.09 0.14
F 2.445 -2.599 -1.168 0.06 0.00 -0.04 0.13
S 0.036 -3.497 -1.763 -0.05 -0.01 0.09 0.79
F 0.782 -4.302 -0.624 -0.03 0.02 -0.06 -0.12
F 0.855 -4.286 -2.868 -0.06 0.04 0.07 -0.12
F -0.759 -2.695 -2.891 0.03 -0.09 0.04 -0.13
F -0.809 -2.742 -0.644 0.01 -0.06 -0.06 -0.13
F -1.072 -4.613 -1.810 0.07 0.07 -0.03 -0.10
C -1.697 2.515 -3.029 -0.16 0.01 0.35 -0.40
O -1.045 2.207 -3.968 0.44 0.01 -0.42 0.19
O -2.822 3.301 -3.131 -0.18 -0.20 -0.05 0.16
C -3.487 3.214 -1.923 0.24 -0.25 -0.09 -0.39
O -4.590 3.618 -1.780 -0.28 0.29 0.14 0.19
H 1.059 0.406 3.111 -0.15 -0.26 0.43 0.10
H -2.469 1.699 3.412 0.07 0.08 -0.10 0.14
H -1.280 2.501 2.414 0.04 -0.17 -0.11 0.12
H -2.196 0.401 0.731 0.07 0.16 -0.05 0.10
H -3.601 0.743 1.694 0.18 -0.17 -0.09 0.12
H -2.830 3.346 0.974 0.01 -0.12 -0.01 0.14
H -4.186 2.425 0.404 0.10 0.11 0.00 0.12
H -0.103 1.490 -0.111 -0.07 0.00 -0.06 0.13
H 0.572 1.954 -1.686 -0.03 -0.01 0.19 0.14
H -0.247 -0.081 -2.762 0.12 0.05 0.09 0.14
H -1.141 -0.530 -1.316 0.15 -0.13 0.01 0.12
Br 4.994 -1.009 4.357 -0.05 0.02 -0.01 0.61
C 4.159 -1.776 2.779 0.10 0.00 0.07 -0.70
C 4.684 -1.162 1.508 -0.12 0.05 -0.12 -0.68
Br 3.983 0.629 1.221 0.05 0.04 0.15 0.65
H 3.089 -1.632 2.891 -0.01 -0.05 -0.04 0.04
H 4.389 -2.838 2.805 0.00 0.00 -0.01 0.06
H 4.361 -1.743 0.647 -0.02 -0.01 0.02 0.05
H 5.765 -1.070 1.506 0.01 -0.04 0.03 0.05
```
Forces are in eV/Å.

Spin multiplicity: 1
Lowest unoccupied orbital energy (eV): -0.850

=====

No. 3
Formula: C14H15BrIrN2Se4
Source: the Open Molecules 2025 dataset
Level of theory: ωB97M-V/def2-TZVPD

Geometry as XYZ:
```
37
Properties=species:S:1:pos:R:3:forces:R:3:lowdin_charge:R:1
Ir -0.956 0.552 1.535 -0.36 0.02 -0.01 0.50
C 4.230 -0.921 1.944 -0.06 0.09 -0.02 -0.05
C 3.325 0.205 1.506 -0.14 -0.39 0.19 -0.25
C 3.796 1.368 0.931 0.31 0.16 -0.14 -0.04
C 2.905 2.350 0.550 -0.15 0.16 -0.01 -0.11
C 1.549 2.146 0.761 0.33 0.11 -0.10 -0.76
Br 0.363 3.496 0.217 -0.11 0.01 0.10 0.78
N 1.070 1.031 1.305 -0.06 0.21 -0.31 -0.17
C 1.952 0.096 1.664 0.21 -0.46 0.24 -0.10
H 5.275 -0.682 1.743 -0.02 0.01 -0.01 0.07
H 3.990 -1.848 1.419 -0.02 0.05 0.00 0.08
H 4.129 -1.116 3.013 -0.02 0.02 -0.04 0.08
H 4.861 1.506 0.768 -0.08 0.01 0.01 0.11
H 3.235 3.268 0.086 0.00 -0.02 0.02 0.10
H 1.501 -0.790 2.097 0.06 0.03 -0.02 0.11
Se -1.330 1.208 3.865 0.20 0.17 0.21 -0.28
Se -3.031 1.745 6.882 -0.06 -0.04 0.01 -0.05
Se -4.765 0.680 6.171 0.02 0.02 0.00 -0.04
Se -3.120 0.338 2.650 -0.22 -0.13 -0.01 -0.22
C 0.713 0.460 -2.156 0.03 0.02 -0.05 -0.07
C -0.537 -0.312 -2.470 0.10 0.05 -0.10 -0.23
C -0.807 -0.784 -3.746 0.00 0.00 0.00 -0.09
C -1.976 -1.487 -4.027 0.02 0.03 0.13 -0.13
C -2.882 -1.717 -2.993 0.02 0.02 0.00 -0.08
C -2.649 -1.265 -1.703 -0.06 -0.05 0.00 -0.23
C -3.623 -1.505 -0.589 -0.09 -0.02 -0.04 -0.08
C -1.459 -0.547 -1.419 0.10 0.18 0.45 -0.33
N -1.184 -0.087 -0.179 0.02 -0.19 -0.57 -0.18
H 1.354 0.539 -3.037 -0.01 0.01 0.03 0.07
H 1.281 -0.018 -1.350 -0.03 -0.02 -0.05 0.07
H 0.472 1.469 -1.803 0.00 -0.13 -0.08 0.03
H -0.088 -0.591 -4.539 -0.04 -0.01 0.06 0.09
H -2.176 -1.850 -5.029 0.01 0.02 0.05 0.08
H -3.800 -2.264 -3.194 0.05 0.03 0.02 0.10
H -4.461 -2.118 -0.931 0.03 0.03 0.03 0.07
H -4.014 -0.559 -0.204 0.00 0.00 0.00 0.06
H -3.142 -1.993 0.261 0.02 0.00 0.00 0.06
```
Forces are in eV/Å.

Net charge: -1
Spin multiplicity: 5
Lowest unoccupied orbital energy (spin up / spin down) (eV): 2.421 / 1.115

=====

No. 4
Formula: C14H15IrN3OSbSe5
Source: the Open Molecules 2025 dataset
Level of theory: ωB97M-V/def2-TZVPD

Geometry as XYZ:
```
40
Properties=species:S:1:pos:R:3:forces:R:3:lowdin_charge:R:1
Ir 1.133 0.444 -1.211 0.70 0.55 -0.47 0.62
Se 2.285 0.524 -6.472 -0.01 -0.06 0.27 0.20
Sb 2.366 -0.710 -4.300 -0.30 0.04 -0.05 -0.21
Se 0.157 -0.764 -3.070 0.09 0.20 -0.11 0.13
Se 3.156 0.758 -2.352 -0.15 0.02 0.03 0.16
Se 3.499 -2.730 -4.586 0.17 -0.21 -0.03 -0.03
O 1.991 1.763 0.420 0.11 -0.01 -0.12 -0.26
C 2.433 1.256 1.698 -0.09 -0.02 -0.01 -0.19
C 1.256 1.013 2.621 0.10 0.03 0.13 -0.15
C 0.141 0.180 1.982 -0.09 0.12 -0.11 -0.14
C 0.649 -1.108 1.415 0.00 -0.04 0.10 -0.27
C 0.806 -2.212 2.242 -0.02 -0.02 -0.07 0.01
C 1.312 -3.395 1.738 0.00 0.01 -0.01 -0.02
C 1.654 -3.446 0.397 -0.02 0.01 -0.01 -0.01
C 1.485 -2.321 -0.379 0.12 -0.18 -0.02 -0.13
N 1.001 -1.166 0.115 -0.61 0.34 0.05 -0.08
H 1.563 2.620 0.541 -0.03 -0.01 -0.03 0.09
H 3.135 1.966 2.134 0.02 0.00 -0.04 0.13
H 2.977 0.344 1.456 -0.03 -0.03 0.05 0.13
H 0.834 1.971 2.939 0.02 0.00 0.02 0.13
H 1.634 0.527 3.524 -0.02 -0.01 0.00 0.13
H -0.334 0.756 1.190 0.02 -0.01 0.09 0.07
H -0.627 -0.029 2.727 0.03 -0.03 0.02 0.13
H 0.517 -2.129 3.281 0.00 0.02 0.01 0.13
H 1.436 -4.258 2.377 0.00 -0.01 0.00 0.12
H 2.050 -4.341 -0.060 0.00 0.00 0.00 0.13
H 1.744 -2.333 -1.426 0.01 0.03 -0.01 0.04
Se -0.597 3.263 -1.623 -0.03 -0.15 0.05 1.18
N -0.688 1.559 -1.032 0.03 -0.60 0.32 -0.46
C -1.955 1.264 -0.798 0.06 0.12 -0.07 -0.37
C -2.445 0.000 -0.370 -0.15 -0.16 0.05 -0.03
C -3.781 -0.129 -0.176 0.18 -0.08 0.00 -0.03
C -4.694 0.958 -0.387 -0.05 0.18 -0.05 -0.04
C -4.268 2.174 -0.801 -0.13 -0.09 0.05 0.00
C -2.869 2.362 -1.027 0.15 0.02 -0.03 -0.36
N -2.330 3.488 -1.446 -0.05 0.05 0.00 -0.21
H -1.756 -0.823 -0.232 -0.03 -0.01 -0.01 0.10
H -4.184 -1.082 0.140 0.00 -0.01 0.00 0.12
H -5.747 0.783 -0.216 -0.01 0.02 0.00 0.12
H -4.938 3.003 -0.974 -0.02 -0.01 0.00 0.13
```
Forces are in eV/Å.

Net charge: +1
Spin multiplicity: 2
Lowest unoccupied orbital energy (spin up / spin down) (eV): -4.404 / -5.014

=====

No. 5
Formula: C14H15IrN4S
Source: the Open Molecules 2025 dataset
Level of theory: ωB97M-V/def2-TZVPD

Geometry as XYZ:
```
35
Properties=species:S:1:pos:R:3:forces:R:3:lowdin_charge:R:1
Ir -0.099 1.145 1.112 0.01 -0.14 -0.04 1.12
N -1.820 0.557 4.953 0.02 0.05 0.04 0.15
C -1.142 0.516 3.820 -0.14 -0.10 -0.07 -0.73
S -0.825 2.075 2.992 0.13 -0.16 -0.07 0.71
N -0.744 -0.632 3.330 0.13 0.10 -0.12 0.05
N -0.008 -0.483 2.199 -0.01 0.18 -0.02 -0.21
C 0.734 -1.439 1.750 -0.03 0.17 0.00 0.02
C 1.487 -1.176 0.532 -0.10 0.01 0.00 -0.23
C 2.415 -2.054 0.014 0.01 -0.04 0.02 0.04
C 3.168 -1.658 -1.087 0.03 -0.03 -0.02 0.02
C 2.974 -0.396 -1.616 0.00 0.01 0.00 0.01
C 2.004 0.429 -1.062 0.04 0.06 -0.05 -0.08
N 1.263 0.045 -0.027 -0.09 -0.09 0.27 -0.06
H -2.174 1.424 5.324 0.02 -0.01 0.01 0.12
H -1.982 -0.293 5.475 0.00 0.00 0.00 0.14
H 0.811 -2.356 2.322 0.01 0.00 -0.03 0.16
H 2.563 -3.019 0.481 0.01 0.00 -0.01 0.14
H 3.909 -2.323 -1.509 0.00 0.00 0.01 0.14
H 3.557 -0.042 -2.454 0.00 0.01 0.00 0.13
H 1.815 1.418 -1.458 0.02 -0.02 0.00 0.12
C -0.332 2.065 -3.081 -0.02 0.02 -0.01 -0.02
C -0.840 1.040 -2.110 -0.01 -0.01 0.13 -0.28
C -1.359 1.422 -0.854 -0.12 -0.07 0.27 -0.14
C -1.952 0.474 0.044 0.00 0.16 -0.33 -0.22
C -1.942 -0.898 -0.325 0.02 -0.03 0.01 -0.05
C -1.404 -1.266 -1.530 0.08 0.05 -0.11 -0.02
C -0.877 -0.305 -2.420 -0.07 -0.15 0.09 0.01
H -1.125 2.335 -3.781 0.00 0.01 -0.01 0.11
H 0.499 1.680 -3.670 -0.01 -0.01 -0.01 0.09
H -0.018 2.979 -2.580 0.01 0.03 0.01 0.09
H -1.510 2.486 -0.650 0.03 0.01 0.02 0.14
H -2.675 0.810 0.778 0.01 0.00 0.01 0.11
H -2.429 -1.624 0.312 0.01 -0.02 0.00 0.13
H -1.427 -2.304 -1.835 0.00 0.00 0.00 0.13
H -0.512 -0.635 -3.386 0.01 0.00 0.00 0.14
```
Forces are in eV/Å.

Net charge: +2
Spin multiplicity: 1
Lowest unoccupied orbital energy (eV): -9.357

=====

No. 6
Formula: C14H15N2O3P
Source: the Open Molecules 2025 dataset
Level of theory: ωB97M-V/def2-TZVPD

Geometry as XYZ:
```
35
Properties=species:S:1:pos:R:3:forces:R:3:lowdin_charge:R:1
C 1.444 1.012 3.125 5.91 0.27 -3.98 -0.09
P 1.158 0.966 1.202 0.15 -5.26 6.84 0.61
O 1.551 2.023 0.346 0.28 2.84 -2.19 -0.21
O 1.991 -0.394 0.731 0.96 4.01 -1.00 -0.13
C 1.948 -1.586 1.223 -6.27 -7.04 1.88 -0.31
C 2.685 -2.184 2.317 -0.09 0.62 -1.33 -0.03
C 2.447 -3.429 2.918 -5.65 1.67 -7.87 0.00
C 1.463 -4.321 2.201 2.51 10.66 -0.62 -0.06
C 0.573 -3.811 1.312 -0.59 2.15 -1.32 -0.08
C 0.692 -2.407 0.833 3.19 -2.36 1.94 0.06
H -0.090 -2.237 0.115 0.13 1.21 -0.39 0.08
H -0.276 -4.482 0.980 1.04 1.14 0.10 0.12
H 1.390 -5.130 2.625 -0.99 -8.93 3.74 0.00
H 3.068 -3.971 3.411 4.22 -2.47 3.91 0.03
H 3.590 -1.651 2.466 0.80 0.50 0.98 0.10
N -0.469 0.547 1.370 4.94 12.00 -11.24 0.07
C -1.266 0.796 0.186 -6.47 -6.64 0.75 -0.35
O -2.359 0.075 0.239 3.51 3.43 -0.43 -0.02
N -0.882 1.395 -0.998 6.46 -2.67 12.42 0.11
C -1.520 1.741 -1.981 -0.28 2.98 -12.47 -0.22
C -0.637 2.593 -2.937 -4.91 -3.67 5.41 0.00
C -1.366 2.898 -3.967 0.97 4.25 -7.94 -0.18
C -2.600 2.449 -4.507 -0.21 0.37 1.46 -0.02
C -3.318 1.635 -3.534 9.81 7.87 -6.09 -0.10
C -2.588 1.106 -2.673 0.93 -2.92 12.15 -0.05
H -3.261 0.654 -1.879 1.13 -0.83 -0.76 0.14
H -4.075 1.453 -3.929 -12.74 -4.01 -4.58 0.00
H -3.003 2.712 -5.559 0.78 -0.13 2.23 0.13
H -0.734 3.685 -4.628 -1.72 -1.68 0.83 0.14
H 0.195 3.069 -2.562 1.89 0.92 0.43 0.08
H 0.054 1.771 -0.756 -0.48 0.52 -1.38 0.12
H -0.692 -0.092 1.887 -3.77 -9.14 7.02 -0.02
H 0.890 1.772 3.490 -1.76 2.45 1.33 -0.01
H 1.368 0.122 3.644 -0.91 -2.11 0.61 0.00
H 2.631 1.221 3.289 -2.77 0.00 -0.45 0.12
```
Forces are in eV/Å.

Spin multiplicity: 1
Lowest unoccupied orbital energy (eV): 0.167